Record 1
C31H47Ge2N5O2PPdS2 | ωB97M-V with the def2-TZVPD basis set

Structure (XYZ):
```
91
C31H47Ge2N5O2PPdS2 | OMol25 | ωB97M-V with the def2-TZVPD basis set
Pd 0.48630 -0.06772 0.74675
C 5.15064 0.19835 2.10887
C 4.27166 0.74294 3.21381
O 3.29533 -0.20523 3.64964
P 1.88035 -0.38413 2.83518
S -1.92986 1.46239 1.67765
S 2.03254 -1.88560 1.50747
O 1.01458 -0.96131 4.07452
C 1.00295 -0.27826 5.33671
C 1.77536 -1.06498 6.37026
H 5.88252 0.95764 1.82494
H 4.57056 -0.07458 1.22616
H 5.68592 -0.68945 2.44610
H 3.76766 1.66579 2.91678
H 4.87116 0.96263 4.09789
H -0.04896 -0.18392 5.61901
H 1.41533 0.72691 5.22289
H 1.36917 -2.07229 6.46410
H 1.70597 -0.57465 7.34350
H 2.82436 -1.13570 6.08689
C -2.96592 -0.62476 4.37904
C -2.10168 -1.56055 3.53554
Ge -1.77215 -0.81556 1.71985
C -3.41960 -1.19153 0.66925
C -3.86468 -0.19759 -0.39370
C -0.96207 2.34321 2.86744
C 0.21559 2.90558 2.57050
Ge 0.94038 2.44830 0.78342
C 2.89117 2.67837 0.45039
C 3.70723 3.82724 1.03732
C -0.02643 3.51020 -0.58589
C 0.20304 5.01515 -0.48372
C 0.85696 3.80912 3.54729
C 0.83533 3.54923 4.91997
C 1.41170 4.42879 5.82183
C 2.02185 5.59250 5.37281
C 2.04782 5.86582 4.01316
C 1.47703 4.98011 3.11226
H -3.19585 -1.05650 5.35619
H -3.91521 -0.39263 3.88980
H -2.45760 0.32770 4.54414
H -2.60635 -2.51774 3.37758
H -1.15052 -1.76376 4.01830
H -4.20212 -1.29562 1.42962
H -3.28771 -2.19149 0.24346
H -4.00951 0.79803 0.02686
H -4.81220 -0.50811 -0.83911
H -3.14132 -0.09233 -1.20427
H -1.47245 2.55022 3.80429
H 2.93568 2.72894 -0.64407
H 3.35443 1.72707 0.71372
H 3.35702 4.79692 0.67723
H 4.76051 3.74054 0.75684
H 3.65768 3.85926 2.12673
H -1.08838 3.27722 -0.50146
H 0.29476 3.13732 -1.56299
H -0.19105 5.40964 0.45586
H -0.28982 5.55856 -1.29399
H 1.26588 5.26839 -0.52734
H 0.36829 2.64141 5.28212
H 1.38823 4.20178 6.88039
H 2.47509 6.27896 6.07608
H 2.51463 6.77278 3.64955
H 1.50155 5.21046 2.05357
C 2.76964 -0.59958 -1.82997
C 1.42521 -1.18761 -2.07609
N 0.33901 -0.91374 -1.39069
C -0.67805 -1.66042 -1.93978
C -0.20234 -2.37808 -2.98674
N 1.14106 -2.06959 -3.07423
C 2.09106 -2.73238 -3.93168
N 2.14114 -4.14555 -3.66822
N 1.99968 -5.02193 -4.68809
N 2.09500 -6.21158 -4.24336
C 2.29818 -6.15649 -2.88172
C 2.44708 -7.18175 -1.94069
C 2.61460 -6.80627 -0.63033
C 2.63053 -5.44743 -0.24702
C 2.48867 -4.42914 -1.15784
C 2.32887 -4.81640 -2.49231
H 2.68165 0.13253 -1.03096
H 3.15646 -0.10159 -2.72125
H 3.49362 -1.35169 -1.50858
H -1.67592 -1.63814 -1.54088
H -0.66578 -3.08146 -3.65729
H 3.06667 -2.27524 -3.77128
H 1.81429 -2.63139 -4.97926
H 2.42281 -8.21952 -2.24309
H 2.72890 -7.56226 0.13524
H 2.74804 -5.19445 0.79921
H 2.48250 -3.39821 -0.83339
```

Properties
<S²>: 3.77
Multiplicity: 4
Energy above the lowest of the compared OMol25 structures with the same formula, charge and spin (kJ/mol): 0.0
Frontier orbital gap (alpha / beta) (eV): 6.8 / 6.9

These are the Löwdin partial charges, in e, on atoms 1 to 8:
1. Pd 0.1772
2. C -0.0869
3. C -0.3003
4. O -0.3577
5. P 0.3681
6. S 0.5993
7. S 0.2906
8. O -0.4037

***

Record 2
C31H47IN6O5PRhSi | ωB97M-V with the def2-TZVPD basis set

Structure (XYZ):
```
93
C31H47IN6O5PRhSi | OMol25 | ωB97M-V with the def2-TZVPD basis set
Rh -0.29388 -0.60756 -0.09496
O 2.90880 2.08248 3.06814
C 2.39821 1.17759 3.91752
C 3.02908 1.02905 5.15334
C 2.58154 0.09528 6.06423
C 1.48827 -0.70904 5.76523
C 0.84406 -0.55780 4.55729
C 1.27946 0.37877 3.62047
C 0.59103 0.43747 2.32277
O -0.39653 -0.30746 2.07576
N 1.04481 1.34743 1.46244
N 0.47487 1.30355 0.25691
C 0.48346 2.35646 -0.49365
C -0.23313 2.51767 -1.71250
C -0.11365 3.74174 -2.39170
C -0.83090 4.01073 -3.53003
C -1.70375 3.04311 -4.03305
C -1.85834 1.84323 -3.39150
C -1.13856 1.52614 -2.20904
O -1.36456 0.38182 -1.66155
H 2.34443 2.09315 2.25585
H 3.87066 1.66904 5.36891
H 3.09431 -0.01098 7.00992
H 1.14476 -1.44735 6.47375
H -0.00724 -1.16722 4.29340
H 1.02927 3.22655 -0.12900
H 0.55603 4.48858 -1.98870
H -0.73406 4.96529 -4.02373
H -2.26547 3.24450 -4.93419
H -2.55746 1.10553 -3.76259
C -2.04862 -3.14298 1.50481
Si -1.98311 -2.26539 -0.21592
C -1.55424 -3.39773 -1.72891
C -3.70950 -1.47300 -0.58553
H -2.41022 -4.15977 1.39127
H -2.72037 -2.61555 2.17555
H -1.06720 -3.17343 1.96640
H -1.79942 -4.43052 -1.50086
H -0.50114 -3.36120 -1.99123
H -2.12618 -3.10798 -2.60609
H -4.45779 -2.25846 -0.62559
H -3.71976 -0.95903 -1.54054
H -4.01471 -0.76428 0.17690
N 0.37181 -1.00965 -3.61321
C 1.33603 -1.54357 -2.81148
O 1.21240 -1.46044 -1.55460
C 2.43865 -2.17329 -3.39783
I 1.50701 -4.80599 -3.85649
H -0.47465 -0.69755 -3.15977
H 0.34235 -1.23614 -4.58967
H 2.64885 -2.03984 -4.44466
H 3.21556 -2.52687 -2.74807
O 1.26798 -2.09251 1.12356
P 2.57018 -2.78521 1.00322
N 3.71323 -1.92058 0.16193
C 3.64789 -0.46656 0.14929
C 4.72367 -0.02137 -0.85506
C 5.51074 -1.29716 -1.19123
C 5.07724 -2.30438 -0.12555
N 2.39527 -4.28112 0.31176
C 3.47569 -5.25590 0.23075
C 2.82051 -6.61297 0.48086
C 1.41180 -6.39463 -0.06971
C 1.09967 -4.96225 0.35188
N 3.30200 -3.12198 2.50471
C 2.49771 -3.81961 3.49109
C 3.49071 -4.04306 4.62183
C 4.25589 -2.71893 4.65308
C 4.18455 -2.19708 3.20817
H 3.85463 -0.03541 1.13966
H 2.64517 -0.17257 -0.15707
H 5.37189 0.73225 -0.40655
H 4.27181 0.40926 -1.74804
H 6.58817 -1.13663 -1.17641
H 5.23185 -1.66586 -2.17726
H 5.72398 -2.21592 0.75830
H 5.12336 -3.32856 -0.48410
H 4.26555 -5.01981 0.94853
H 3.88971 -5.23883 -0.78305
H 2.78758 -6.84425 1.54715
H 3.34904 -7.41559 -0.03111
H 0.68404 -7.10031 0.32810
H 1.42480 -6.47500 -1.15655
H 0.67150 -4.94683 1.36239
H 0.40155 -4.46191 -0.31576
H 2.10047 -4.74296 3.06714
H 1.65628 -3.20243 3.83272
H 4.15906 -4.86466 4.36257
H 3.00500 -4.26415 5.56886
H 5.28349 -2.85001 4.98756
H 3.76627 -2.01862 5.32655
H 5.16958 -2.21611 2.73302
H 3.81181 -1.16738 3.18729
```

Properties
<S²>: 6.06
Multiplicity: 5
Frontier orbital gap (alpha / beta) (eV): 5.6 / 4.4

These are the Löwdin partial charges, in e, on atoms 1 to 8:
1. Rh 1.0920
2. O 0.0506
3. C -0.2786
4. C -0.0108
5. C -0.0920
6. C -0.0989
7. C -0.0226
8. C -0.0831

***

Record 3
C31H47N4O4PdSSeSi | ωB97M-V with the def2-TZVPD basis set

Structure (XYZ):
```
90
C31H47N4O4PdSSeSi | OMol25 | ωB97M-V with the def2-TZVPD basis set
Pd -0.29734 -2.33127 0.23357
C -2.18708 -4.54868 3.63373
C -2.09808 -3.37188 2.70620
O -0.97665 -3.07615 2.25767
C -3.30057 -2.60738 2.36022
C -4.54911 -2.99987 2.85346
C -5.68857 -2.28310 2.52796
C -5.58832 -1.17016 1.70487
C -4.34970 -0.76275 1.21604
C -3.21371 -1.47298 1.54837
H -1.21163 -5.01841 3.72114
H -2.91187 -5.27515 3.26313
H -2.53193 -4.23349 4.62025
H -4.64443 -3.86910 3.48858
H -6.64975 -2.59327 2.91260
H -6.47835 -0.61124 1.44801
H -4.27918 0.11091 0.58251
H -2.24649 -1.12238 1.20042
C 3.69445 2.27311 -1.64080
C 3.30392 3.73433 -1.71778
C 3.70745 4.37318 -3.03112
C 3.78140 4.52664 -0.52404
O 1.80199 3.78806 -1.62956
Si 0.65269 3.30587 -2.57643
S 0.08517 -0.60739 -1.02533
O 0.99995 2.45599 -3.83994
C 0.28848 2.00988 -5.08841
C 1.22074 0.99768 -5.71096
C 0.11840 3.24579 -5.94595
C -1.03644 1.40171 -4.68259
O -0.83634 3.66502 -2.25713
C -1.51408 4.55005 -1.24935
C -1.05793 5.96615 -1.52728
C -1.10487 4.06735 0.12688
C -2.99138 4.35728 -1.51107
H 4.78096 2.18692 -1.64234
H 3.31268 1.71784 -2.49976
H 3.31716 1.82496 -0.71999
H 4.79107 4.48586 -3.06220
H 3.26946 5.36760 -3.12595
H 3.40938 3.76192 -3.88392
H 4.86995 4.49644 -0.48495
H 3.38964 4.10758 0.40259
H 3.47124 5.56827 -0.59810
H 2.19569 1.43909 -5.91290
H 0.79907 0.65570 -6.65608
H 1.35255 0.13368 -5.05887
H 1.08398 3.67019 -6.21874
H -0.47604 4.00317 -5.43012
H -0.40875 2.98485 -6.86369
H -0.88682 0.56195 -3.99838
H -1.53818 1.02638 -5.57460
H -1.69060 2.13482 -4.21085
H 0.02529 6.06100 -1.42574
H -1.51436 6.64419 -0.80563
H -1.35786 6.28497 -2.52510
H -0.05289 4.27526 0.32668
H -1.28584 2.99458 0.22294
H -1.70145 4.57924 0.88122
H -3.28379 4.79008 -2.46679
H -3.56712 4.84564 -0.72554
H -3.24409 3.29642 -1.51749
C 1.47828 -1.12323 3.40794
N 2.13834 -2.41438 3.60458
C 2.40592 -3.34478 2.66523
Se 2.03665 -3.41921 0.87190
N 3.07699 -4.35736 3.27540
C 3.23723 -4.08831 4.60321
C 3.85157 -4.80725 5.63765
C 3.82861 -4.20728 6.86649
C 3.21620 -2.93656 7.08345
C 2.61226 -2.23143 6.07687
C 2.63158 -2.83791 4.81447
H 1.26307 -0.99600 2.35013
H 2.14945 -0.33585 3.74376
H 0.55253 -1.10530 3.97710
H 3.41961 -5.16858 2.77864
H 4.31743 -5.76877 5.47633
H 4.29061 -4.70729 7.70667
H 3.23441 -2.51922 8.08091
H 2.14937 -1.27107 6.25164
N -2.30046 -4.93436 -2.49207
C -2.57715 -5.63371 -1.34196
C -2.01905 -4.91778 -0.33604
N -1.40508 -3.79414 -0.86326
C -1.59631 -3.84218 -2.16710
H -2.57105 -5.20008 -3.42695
H -3.13530 -6.55249 -1.34716
H -2.00844 -5.13616 0.71633
H -1.24840 -3.12235 -2.88770
```

Properties
<S²>: 6.04
Multiplicity: 5
Energy above the lowest of the compared OMol25 structures with the same formula, charge and spin (kJ/mol): 0.0
Frontier orbital gap (alpha / beta) (eV): 9.1 / 5.2
Net charge: +3

These are the Löwdin partial charges, in e, on atoms 1 to 8:
1. Pd 0.3292
2. C 0.0079
3. C -0.3710
4. O -0.1206
5. C -0.1686
6. C 0.0010
7. C -0.0310
8. C -0.0294

***

Record 4
C31H47N6O13S | ωB97M-V with the def2-TZVPD basis set

Structure (XYZ):
```
98
C31H47N6O13S | OMol25 | ωB97M-V with the def2-TZVPD basis set
C 4.44741 1.16283 4.78621
N 4.41146 2.33144 5.38753
N 3.94549 3.20826 4.52731
N 3.69124 2.60324 3.42000
C 3.18695 3.24953 2.19844
C 1.74244 2.90964 1.87871
C 1.55715 1.58137 1.11009
C 0.88066 0.46652 1.92324
S -0.86214 0.23690 1.52679
C -1.71043 1.47966 2.37675
N -1.66449 2.71905 2.17830
N -2.52484 3.32087 3.06521
C -3.04285 2.36930 3.73688
O -2.58893 1.17901 3.38884
N 4.00176 1.32305 3.55283
H 4.79115 0.23103 5.18466
H 3.82744 2.96216 1.37588
H 3.28239 4.31368 2.34959
H 1.11543 2.90064 2.76634
H 1.39203 3.70824 1.23607
H 2.55693 1.21176 0.85521
H 1.06505 1.72474 0.15945
H 1.34640 -0.47320 1.64293
H 1.06870 0.57952 2.98906
H -3.78026 2.58069 4.48559
H 3.89338 0.64604 2.80760
O -2.12562 -1.91816 -3.34892
C -2.83666 -1.46762 -2.50084
O -2.35607 -0.75759 -1.44760
C -3.42390 -0.44207 -0.53956
C -4.69662 -0.52622 -1.37104
C -4.34046 -1.61160 -2.38432
H -3.40720 -1.17226 0.27523
H -3.25555 0.55205 -0.12773
H -5.58387 -0.74466 -0.78156
H -4.86228 0.41935 -1.88967
H -4.57103 -2.60941 -2.00661
H -4.82114 -1.45484 -3.34476
O 2.84300 5.56628 -1.27873
C 3.99416 5.46973 -0.98618
O 4.43516 4.53927 -0.08574
C 5.84985 4.72480 0.15255
C 6.36856 5.46748 -1.06963
C 5.15683 6.31084 -1.46643
H 5.97296 5.30275 1.07253
H 6.32186 3.75140 0.28057
H 7.26551 6.04536 -0.87057
H 6.59689 4.76073 -1.86109
H 5.13308 7.26790 -0.94350
H 5.09426 6.47061 -2.53851
O -7.33349 -2.93727 -1.30735
C -7.83025 -2.66350 -0.25625
O -7.80414 -1.41304 0.27756
C -8.39212 -1.43096 1.59335
C -9.28088 -2.66815 1.62106
C -8.52474 -3.61287 0.69019
H -7.58592 -1.48458 2.32900
H -8.94707 -0.50843 1.74642
H -9.43898 -3.06020 2.62358
H -10.25739 -2.43430 1.19502
H -7.76604 -4.19386 1.21602
H -9.18960 -4.27641 0.14633
O -6.42568 -6.09462 -0.61584
C -5.40438 -6.03613 -1.23217
O -4.23219 -5.64286 -0.67032
C -3.20368 -5.56001 -1.67890
C -3.67838 -6.45921 -2.80958
C -5.19786 -6.31739 -2.70766
H -3.11030 -4.51718 -1.99419
H -2.25987 -5.88315 -1.25275
H -3.26743 -6.18095 -3.77755
H -3.39193 -7.49219 -2.60682
H -5.57020 -5.46499 -3.27786
H -5.72346 -7.22105 -3.00152
O 0.66265 -7.18405 0.86198
C -0.11534 -6.41736 1.34056
O -0.87440 -5.57345 0.59267
C -1.63386 -4.70076 1.44794
C -1.71754 -5.42458 2.78376
C -0.39574 -6.18950 2.81428
H -1.10597 -3.74590 1.52242
H -2.61222 -4.53073 1.00377
H -1.86344 -4.75192 3.62715
H -2.54929 -6.12977 2.76872
H 0.41539 -5.59296 3.23440
H -0.47272 -7.13633 3.34007
O 10.22834 5.78199 -2.02447
C 9.70497 5.65484 -3.08993
O 8.35322 5.65342 -3.23893
C 8.01020 5.37415 -4.61162
C 9.24680 5.74997 -5.41597
C 10.37336 5.43765 -4.43198
H 7.76511 4.31298 -4.69775
H 7.13695 5.96142 -4.88728
H 9.32055 5.21671 -6.36109
H 9.23534 6.81858 -5.63318
H 10.69725 4.39800 -4.49516
H 11.22508 6.10084 -4.54750
```

Properties
Frontier orbital gap (eV): 7.1
Net charge: +1

These are the Löwdin partial charges, in e, on atoms 1 to 8:
1. C -0.0636
2. N 0.1032
3. N 0.1486
4. N -0.0767
5. C -0.0843
6. C -0.1518
7. C -0.2304
8. C -0.4783

***

Record 5
C31H47NO14P2Y | ωB97M-V with the def2-TZVPD basis set

Structure (XYZ):
```
96
C31H47NO14P2Y | OMol25 | ωB97M-V with the def2-TZVPD basis set
Y 11.40524 11.22684 11.03582
O 7.51955 16.05446 9.96262
C 8.56249 15.19681 10.29449
C 9.64535 14.94408 9.41827
C 10.52158 13.96330 9.71914
N 10.36012 13.30883 10.89034
C 9.39698 13.58186 11.78266
C 8.45137 14.56021 11.51367
C 9.43338 12.72214 13.00452
O 8.70557 12.89990 13.99896
O 10.40561 11.82973 12.94481
C 11.59421 13.48135 8.81641
O 11.75780 14.10849 7.74073
O 12.25566 12.45615 9.27181
H 7.63554 16.29473 8.98711
H 9.71593 15.54083 8.52869
H 7.67131 14.86101 12.25486
C 18.12009 9.63764 12.24213
C 17.45516 10.93414 12.70244
C 18.28126 12.14347 12.37633
O 16.25640 11.12286 12.00154
P 14.78795 10.57296 12.24191
O 13.66042 11.47099 11.67571
C 14.38042 8.71393 12.70638
P 12.60363 8.33434 12.90862
O 11.69862 9.42644 12.33471
O 12.30299 8.34766 14.43670
C 12.71095 7.36860 15.58231
C 13.74346 8.12810 16.35203
C 11.44384 7.06310 16.31537
O 12.41708 6.88755 12.27956
C 11.22058 6.56138 11.43000
C 11.45772 5.19648 10.86100
C 10.07341 6.58090 12.41265
O 14.58132 10.87852 13.84680
C 14.22816 12.18336 14.31756
C 15.33989 12.56628 15.27560
C 12.83399 12.15430 14.92566
H 19.04365 9.54365 12.82648
H 18.43934 9.65540 11.14547
H 17.52500 8.77523 12.41451
H 17.26320 10.88937 13.76767
H 18.62447 12.02606 11.36263
H 19.13223 12.16939 13.07140
H 17.72699 13.10210 12.51794
H 14.86558 8.48367 13.65740
H 14.84015 8.08401 11.98405
H 13.05123 6.44859 15.12886
H 13.32649 9.07330 16.71296
H 14.60645 8.26080 15.75767
H 13.97078 7.52790 17.26523
H 10.97752 8.01268 16.65016
H 11.68260 6.45270 17.21738
H 10.69754 6.49778 15.76214
H 11.20862 7.35937 10.60462
H 11.77744 4.45959 11.62586
H 12.23291 5.26738 10.06530
H 10.51486 4.91279 10.45351
H 10.25224 5.86526 13.20334
H 9.16520 6.34828 11.87647
H 9.92525 7.56259 12.85626
H 14.17035 12.93402 13.52115
H 15.77228 11.73490 15.81854
H 15.01296 13.34430 15.97781
H 16.13525 13.05883 14.64841
H 12.79047 11.54500 15.83995
H 12.06805 11.71681 14.27597
H 12.53733 13.20226 15.18297
O 7.53632 10.49384 8.06391
C 7.97986 9.30261 7.56502
C 7.22551 8.61154 6.59542
C 7.88468 7.71840 5.73095
C 9.16299 7.26197 6.06600
C 9.83062 7.88492 7.12788
C 9.27741 8.88061 7.95915
C 10.12690 9.54155 9.04847
O 9.62208 10.37217 9.89817
O 11.37284 9.27460 9.12320
H 6.67231 10.67863 7.62580
H 6.12465 8.72397 6.47372
H 7.35322 7.37470 4.81860
H 9.66572 6.42857 5.58188
H 10.84950 7.55478 7.41507
C 15.18020 10.12727 7.88243
C 15.05416 10.80523 9.22967
C 15.95542 12.02816 9.37891
C 15.08883 9.78062 10.38097
H 15.08708 10.79989 7.02025
H 14.43798 9.32312 7.77010
H 16.17140 9.59292 7.83073
H 14.00137 11.23070 9.16394
H 16.92722 11.74248 9.79477
H 15.43411 12.74920 10.02469
H 15.99518 12.53782 8.38271
H 16.02079 9.21570 10.48676
H 14.32247 9.00800 10.10015
```

Properties
Energy above the lowest of the compared OMol25 structures with the same formula, charge and spin (kJ/mol): 0.0
Frontier orbital gap (eV): 7.0
Net charge: -1

These are the Löwdin partial charges, in e, on atoms 1 to 8:
1. Y 1.5971
2. O 0.0215
3. C -0.2564
4. C 0.0635
5. C -0.1710
6. N 0.0627
7. C -0.1545
8. C 0.0704

***

no.,DFT total energy (Eh)
1,-7053.1459
2,-2953.3210
3,-4945.6639
4,-2914.0213
5,-3039.0837